1.
Below is a molecular structure, C3H3MgO3Rb at a distorted geometry, with properties calculated with ωB97M-V with the def2-TZVPD basis set.

Last column: Löwdin charge in e.
CARTESIAN COORDINATES (ANGSTROEM)
H (-1.3139, 1.8734, -1.6095)  0.04
C (1.1884, 0.9547, 0.3500)  -0.29
C (0.1584, -0.0246, 0.2091)  -0.13
O (0.0092, -0.8653, 1.2505)  -0.07
C (-0.5009, -2.1228, 1.0944)  -0.45
O (-0.9300, -2.4575, -0.0191)  -0.16
O (1.2032, 2.0095, -0.3183)  -0.11
H (1.9966, 0.7406, 1.0695)  0.13
H (-0.1044, -0.4159, -0.7777)  0.10
Mg (-1.1830, -4.0374, 1.4020)  1.11
Rb (-0.5237, 4.3452, -2.6509)  0.85

Cartesian forces, eV/Å:
0.041 -0.218 0.162
-0.683 0.723 -0.831
0.748 0.250 -1.510
-0.927 -2.175 1.699
1.327 1.744 0.193
-0.751 -0.927 -0.416
0.270 -0.608 0.185
-0.201 0.161 0.225
-0.258 0.471 0.368
0.208 0.788 -0.330
0.224 -0.209 0.255

HOMO energy (spin up / spin down) = -8.85 / -8.62 eV
HOMO-LUMO gap (spin up / spin down) = 3.28 / 3.00 eV
Energy relative to the best compared isomer or geometry (same formula, charge and spin) = 100.0 kcal per mole
Spin multiplicity = 2
Expectation value of S² = 0.76
Net charge = +1
Calculated total energy = -565.54952 a.u.

2.
Below is a molecular structure, C3H3MgO4Rb at a distorted geometry, with properties calculated with ωB97M-V with the def2-TZVPD basis set.

Last column: Löwdin charge in e.
CARTESIAN COORDINATES (ANGSTROEM)
O (3.3170, -2.1983, 7.1100)  -0.85
O (2.0344, -0.7506, 2.5102)  0.05
C (1.1580, -0.7739, 1.4967)  -0.75
C (2.8680, -1.8254, 2.7529)  -0.24
O (0.5261, 0.2398, 1.2257)  0.02
O (1.0023, -1.8706, 0.8425)  -0.24
C (2.5008, -2.8435, 3.5602)  0.00
H (3.8863, -1.6893, 2.3777)  0.14
H (3.2402, -3.6217, 3.7708)  0.08
H (1.4906, -2.8947, 3.9807)  0.10
Rb (-1.5978, -0.0627, -1.6474)  0.90
Mg (1.8103, -3.5853, 1.1846)  0.79

Cartesian forces, eV/Å:
-0.120 -0.127 -0.472
0.452 0.218 0.468
-1.316 0.668 -1.171
-0.084 -0.410 0.549
0.205 0.051 0.190
0.319 -0.792 -0.110
0.271 0.177 -0.603
-0.305 -0.052 0.105
-0.368 0.332 0.267
0.503 0.035 0.089
0.436 -0.020 0.583
0.007 -0.079 0.104

HOMO energy (spin up / spin down) = -3.62 / -5.05 eV
HOMO-LUMO gap (spin up / spin down) = 1.38 / 2.74 eV
Energy relative to the best compared isomer or geometry (same formula, charge and spin) = 140.0 kcal per mole
Spin multiplicity = 1
Calculated total energy = -641.03121 a.u.

3.
Below is a molecular structure, C3H3N at a distorted geometry, with properties calculated with ωB97M-V with the def2-TZVPD basis set.

Last column: Löwdin charge in e.
CARTESIAN COORDINATES (ANGSTROEM)
C (-1.6401, -0.5408, 0.0063)  -0.15
C (-0.4987, 0.2478, -0.0144)  -0.33
C (0.6634, 0.7676, -0.1358)  0.00
N (-1.9584, 0.6868, 0.1425)  0.16
H (-2.2952, -1.7316, 0.2216)  0.20
H (0.7141, 1.8581, 0.1110)  0.08
H (1.4378, 0.1317, -0.4754)  0.04

Cartesian forces, eV/Å:
-2.698 -3.308 1.271
-3.333 -0.251 -0.217
0.838 2.105 0.404
1.308 -1.256 0.149
2.234 3.929 -1.062
0.537 -1.127 -0.656
1.114 -0.092 0.111

HOMO energy = -9.34 eV
HOMO-LUMO gap = 10.15 eV
Energy relative to the best compared isomer or geometry (same formula, charge and spin) = 75.3 kcal per mole
Spin multiplicity = 1
Calculated total energy = -170.71012 a.u.

4.
Below is a gas-phase ion, C3H3N2O (charge +1) at a distorted geometry, with properties calculated with ωB97M-V with the def2-TZVPD basis set.

Last column: Löwdin charge in e.
CARTESIAN COORDINATES (ANGSTROEM)
C (1.3128, 1.1310, 0.1892)  -0.03
C (-0.5717, -0.1793, -0.0873)  -0.26
C (2.2483, 0.1154, -0.0002)  0.07
N (0.0421, 0.9969, 0.1759)  0.18
N (-0.1704, -1.2791, 0.3679)  0.20
O (3.0820, -0.6293, -0.0894)  0.42
H (1.7499, 2.1073, 0.4234)  0.17
H (-1.4944, -0.0033, -0.6627)  0.15
H (-0.6914, -2.1336, 0.1973)  0.10

Cartesian forces, eV/Å:
-1.799 2.026 0.481
-2.275 -2.054 -0.977
1.510 -2.600 -0.078
2.025 1.618 0.360
1.326 0.393 0.453
-0.726 0.797 -0.091
0.083 -0.219 -0.026
0.195 -0.236 0.134
-0.338 0.276 -0.256

HOMO energy = -16.02 eV
HOMO-LUMO gap = 8.23 eV
Energy relative to the best compared isomer or geometry (same formula, charge and spin) = 48.9 kcal per mole
Spin multiplicity = 1
Net charge = +1
Calculated total energy = -300.49144 a.u.